Entry 1:
Density functional theory data (ωB97M-V/def2-TZVPD) for a structure of composition C20H38O4 at a distorted geometry.

XYZ file:
```
62
Properties=species:S:1:pos:R:3:lowdin_charge:R:1
C -3.321 0.041 -2.136 -0.0384
H -2.432 -0.349 -2.215 0.0153
H -3.422 0.935 -2.933 0.1392
H -4.043 -0.575 -2.573 0.0700
C -3.555 0.758 -0.808 -0.4844
C -4.865 1.300 -0.755 -0.1164
H -5.171 1.504 0.353 0.1176
H -4.810 2.254 -1.523 0.1484
H -5.662 0.697 -1.414 0.1332
C -2.499 1.491 -0.250 -0.3124
C -2.810 2.042 0.898 -0.1867
H -3.251 1.540 1.565 0.0171
C -1.442 2.927 1.697 0.0159
C -0.951 1.582 2.579 -0.1186
C 0.503 2.129 3.073 -0.2024
C 1.720 1.293 2.571 -0.1786
C 1.890 1.935 1.164 -0.1766
C 3.279 1.406 0.561 -0.1652
C 3.259 -0.071 0.098 -0.2503
C 2.728 -0.600 -1.058 -0.2172
H 1.703 -0.296 -1.114 0.1237
H 3.144 -0.025 -1.862 0.1164
C 2.946 -2.051 -1.597 -0.6976
C 2.309 -2.310 -2.818 -0.0582
H 1.180 -1.918 -3.141 0.1531
H 2.318 -3.157 -3.261 0.0142
H 2.776 -1.353 -3.566 0.1762
C 4.393 -2.272 -1.888 -0.0452
H 4.721 -3.230 -2.138 0.0785
H 4.890 -1.431 -2.344 0.0965
H 4.977 -2.217 -0.935 0.0900
C 2.524 -2.878 -0.628 -0.1240
C 0.975 -2.791 -0.202 -0.5218
O 0.718 -2.073 0.850 -0.0323
O 0.257 -3.249 -1.041 0.1426
H -0.883 -3.207 -0.979 0.2028
H 2.584 -3.855 -1.087 0.1215
H 3.024 -3.044 0.583 0.2254
H 2.963 -0.685 1.005 0.1082
H 4.506 -0.481 0.126 0.1830
H 3.363 1.968 -0.269 0.0563
H 4.072 1.492 1.318 0.1138
H 1.178 1.417 0.417 0.1266
H 1.896 2.995 1.090 0.0944
H 1.580 0.250 2.372 0.1032
H 2.445 1.698 3.086 0.0466
H 0.564 3.213 3.235 0.0900
H 0.448 1.890 4.358 0.1484
H -0.856 0.722 1.927 0.0679
H -1.504 1.366 3.399 0.0524
H -0.822 3.020 0.852 0.0729
H -1.764 3.616 2.213 -0.0124
H -3.615 3.148 0.683 0.2043
H -1.630 0.854 0.023 0.1554
H -2.329 2.180 -0.910 0.1045
C -3.894 -0.888 0.240 0.1017
C -2.493 -1.460 0.170 -0.5413
O -2.172 -2.435 -0.616 -0.0017
O -1.861 -1.333 1.199 0.1721
H -1.044 -1.807 1.452 0.1297
H -4.085 -0.265 1.109 0.0942
H -4.649 -1.358 -0.205 0.0585
```

The energy relative to the best compared isomer or geometry (same formula, charge and spin) comes out at 327.9 kcal/mol. Its gap between HOMO and LUMO is 9.538 eV. The LUMO energy is 0.697 eV.

=====

Entry 2:
Density functional theory data (ωB97M-V/def2-TZVPD) for a structure of composition C20H39AsCrF6N4O4.

XYZ file:
```
75
Properties=species:S:1:pos:R:3:lowdin_charge:R:1
Cr -0.148 -0.044 -0.684 1.0456
C 0.458 -3.165 1.734 -0.0325
C -0.609 -2.857 0.699 -0.2389
C -1.937 -2.302 1.316 -0.0666
C -2.105 -1.244 2.464 -0.4297
C -3.587 -0.916 2.560 -0.0066
C -1.595 -1.729 3.820 -0.0079
N -1.287 0.056 2.191 0.0986
C -1.858 1.406 1.805 -0.0472
C -0.910 2.288 0.944 -0.0852
N -0.706 1.968 -0.533 -0.1475
C -2.025 2.040 -1.216 -0.0551
C -2.800 0.799 -0.863 -0.5146
O -3.978 0.670 -0.915 0.2035
O -1.966 -0.198 -0.457 -0.1659
C 0.356 2.917 -1.143 -0.2569
C -0.101 3.588 -2.434 -0.0244
C 1.789 2.350 -1.240 -0.0789
C 2.241 1.158 -2.124 -0.4788
C 1.793 1.186 -3.579 -0.0037
C 3.775 1.160 -2.091 -0.0050
N 1.785 -0.089 -1.370 -0.0796
C 1.993 -1.455 -1.904 -0.1025
C 1.389 -2.409 -0.862 -0.0980
N -0.065 -2.120 -0.574 -0.1510
C -0.893 -2.560 -1.734 -0.0386
C -0.778 -1.576 -2.877 -0.4952
O -0.943 -1.815 -4.023 0.2175
O -0.483 -0.311 -2.429 -0.1331
H -0.021 -3.698 2.555 0.1062
H 0.939 -2.276 2.137 0.0461
H 1.226 -3.832 1.345 0.0987
H -0.927 -3.819 0.293 0.1511
H -2.405 -3.186 1.754 0.1446
H -2.596 -2.015 0.505 0.1006
H -4.124 -1.812 2.872 0.1156
H -4.007 -0.597 1.603 0.0906
H -3.774 -0.148 3.313 0.1079
H -2.009 -2.712 4.043 0.1118
H -1.927 -1.051 4.609 0.1091
H -0.508 -1.802 3.865 0.0795
H -0.676 0.214 2.994 0.1105
H -0.653 -0.227 1.469 0.0603
H -2.020 1.952 2.732 0.1555
H -2.834 1.269 1.356 0.1124
H 0.068 2.336 1.410 0.0975
H -1.340 3.291 0.988 0.1528
H -1.893 2.020 -2.295 0.1407
H -2.592 2.930 -0.947 0.1627
H 0.459 3.721 -0.411 0.1504
H -0.253 2.899 -3.263 0.0814
H 0.682 4.287 -2.730 0.1098
H -1.008 4.173 -2.292 0.0976
H 2.137 2.139 -0.236 0.0928
H 2.384 3.206 -1.565 0.1454
H 2.075 2.150 -4.005 0.1114
H 0.729 1.042 -3.720 0.0697
H 2.317 0.419 -4.152 0.1053
H 4.149 2.055 -2.589 0.1110
H 4.179 0.299 -2.626 0.0982
H 4.159 1.156 -1.071 0.0940
H 2.348 -0.059 -0.523 0.0962
H 3.056 -1.682 -1.991 0.1494
H 1.565 -1.552 -2.897 0.1271
H 1.941 -2.276 0.065 0.1177
H 1.508 -3.445 -1.185 0.1551
H -1.944 -2.551 -1.445 0.1486
H -0.631 -3.566 -2.058 0.1621
F 0.923 0.206 0.918 -0.3779
As 2.380 0.610 2.722 0.9010
F 2.234 2.192 2.130 -0.1718
F 3.469 0.268 1.459 -0.1741
F 3.413 0.887 3.996 -0.1053
F 2.137 -1.054 2.916 -0.1838
F 0.857 0.845 3.471 -0.1876
```

The energy relative to the best compared isomer or geometry (same formula, charge and spin) comes out at 7.9 kcal/mol. Its gap between HOMO and LUMO (spin up / spin down) is 7.141 / 8.805 eV. As for the spin multiplicity: 3. The LUMO energy (spin up / spin down) is -9.474 / -7.932 eV. The net charge is +2.

=====

Entry 3:
Density functional theory data (ωB97M-V/def2-TZVPD) for a cluster of 8 separate species, C20H39Br14IN2OP in total at a distorted geometry.

XYZ file:
```
78
Properties=species:S:1:pos:R:3:lowdin_charge:R:1
C 2.272 -3.433 -2.852 -0.1585
C 2.584 -1.891 -2.930 -0.7574
I 3.203 -1.014 -1.048 0.8629
C 1.356 -1.127 -3.606 -0.1722
C 0.038 -1.548 -2.901 -0.1977
C -1.115 -1.925 -3.677 0.0343
N -2.025 -2.255 -2.635 -0.1718
P -3.594 -2.831 -3.183 0.7549
O -3.334 -3.928 -4.174 -0.4328
C -1.530 -2.109 -1.385 -0.0479
N -0.241 -1.661 -1.540 0.1510
H 3.204 -3.930 -2.456 0.0842
H 2.053 -3.844 -3.872 0.0957
H 1.462 -3.699 -2.125 0.0649
H 3.439 -1.761 -3.642 0.0847
H 1.469 -0.016 -3.589 0.1180
H 1.354 -1.470 -4.678 0.1325
H -1.251 -1.957 -4.773 0.1531
H -4.318 -3.385 -2.078 -0.0628
H -4.321 -1.824 -3.879 0.0431
H -2.033 -2.327 -0.424 0.1465
H 0.393 -1.473 -0.759 0.0959
Br -2.362 -9.803 -2.739 0.6177
C -3.307 -8.102 -2.811 -0.7019
C -2.613 -7.125 -3.725 -0.6850
Br -1.031 -6.364 -2.880 0.5774
H -3.393 -7.743 -1.787 0.0396
H -4.299 -8.343 -3.192 0.0605
H -3.258 -6.272 -3.938 0.0241
H -2.288 -7.571 -4.662 0.0574
Br 7.209 0.670 -1.334 0.5936
C 6.355 2.095 -0.316 -0.6892
C 6.558 1.910 1.165 -0.6830
Br 5.389 0.519 1.872 0.5689
H 5.307 2.108 -0.607 0.0437
H 6.833 3.013 -0.656 0.0624
H 6.281 2.813 1.704 -0.0179
H 7.576 1.631 1.428 0.0595
Br 6.248 5.478 2.741 0.6484
C 5.110 5.195 4.295 -0.6663
C 4.079 4.126 4.034 -0.6863
Br 2.626 4.798 2.922 0.5960
H 4.675 6.159 4.549 0.0550
H 5.787 4.887 5.092 0.0618
H 3.605 3.816 4.965 0.0606
H 4.486 3.252 3.529 0.0215
Br -5.000 -4.833 -0.006 0.6752
C -4.812 -3.683 1.553 -0.7013
C -5.734 -2.500 1.462 -0.6472
Br -5.023 -1.188 0.205 0.6648
H -3.763 -3.404 1.619 0.0217
H -5.068 -4.311 2.406 0.0628
H -5.797 -1.983 2.419 0.0367
H -6.738 -2.756 1.130 0.0642
Br -5.947 -1.903 6.073 0.6190
C -4.266 -0.953 5.824 -0.6864
C -3.613 -1.335 4.521 -0.6872
Br -2.764 -3.086 4.640 0.6338
H -3.647 -1.166 6.692 0.0558
H -4.533 0.104 5.823 0.0614
H -2.806 -0.645 4.278 0.0619
H -4.312 -1.376 3.690 0.0112
Br 5.269 7.521 -1.249 0.5898
C 4.488 8.338 0.338 -0.7020
C 5.197 9.618 0.704 -0.6908
Br 6.906 9.257 1.564 0.5922
H 4.520 7.589 1.128 0.0105
H 3.450 8.538 0.073 0.0576
H 4.620 10.177 1.440 0.0578
H 5.402 10.256 -0.153 0.0513
Br -3.754 1.258 -2.118 0.5650
C -4.388 2.223 -0.546 -0.7035
C -3.541 3.437 -0.272 -0.6847
Br -1.842 2.943 0.546 0.6009
H -4.401 1.514 0.278 -0.0172
H -5.411 2.513 -0.785 0.0682
H -4.027 4.088 0.453 0.0638
H -3.307 4.009 -1.168 0.0551
```

Its gap between HOMO and LUMO is 8.304 eV. The LUMO energy is -3.003 eV. The net charge is +1.

=====

Entry 4:
Density functional theory data (ωB97M-V/def2-TZVPD) for a structure of composition C20H39BrCrN4O3SSi.

XYZ file:
```
70
Properties=species:S:1:pos:R:3:lowdin_charge:R:1
Cr 1.805 1.739 -0.362 0.3807
N 1.996 2.355 -2.437 -0.0645
C 3.452 2.577 -2.686 -0.1372
C 4.174 3.029 -1.414 -0.5695
O 5.267 3.579 -1.496 0.0205
N 3.496 2.697 -0.311 -0.1019
C 4.067 2.883 1.010 -0.1208
C 3.090 2.332 2.057 -0.6156
O 3.265 2.553 3.238 0.0422
O 2.087 1.625 1.577 -0.2138
H 1.580 1.847 -3.209 0.0902
H 1.535 3.261 -2.398 0.0413
H 3.637 3.296 -3.482 0.1177
H 3.894 1.625 -2.981 0.1225
H 4.284 3.928 1.235 0.1217
H 5.014 2.346 1.118 0.1332
C -3.390 -2.992 -2.034 -0.0803
C -2.385 -1.824 -2.034 -0.6229
C -3.191 -0.512 -2.005 -0.1062
C -1.629 -1.849 -3.374 -0.1035
Si -1.203 -1.978 -0.533 0.5546
Br 0.068 -0.077 -0.764 0.6660
C -1.987 -1.674 1.187 -0.6198
C -2.854 -2.879 1.601 -0.0805
C -2.881 -0.420 1.190 -0.1031
C -0.919 -1.456 2.275 -0.0999
C 0.123 -3.353 -0.634 -0.6243
C -0.540 -4.743 -0.559 -0.0808
C 1.135 -3.246 0.520 -0.0980
C 0.932 -3.288 -1.942 -0.1055
H -4.059 -2.884 -2.895 0.0930
H -4.015 -3.005 -1.140 0.0657
H -2.904 -3.964 -2.123 0.0647
H -3.701 -0.407 -2.968 0.0870
H -2.565 0.371 -1.865 0.0594
H -3.958 -0.515 -1.237 0.0607
H -2.326 -1.549 -4.164 0.0865
H -1.271 -2.844 -3.627 0.0654
H -0.783 -1.160 -3.400 0.0610
H -3.674 -3.065 0.907 0.0648
H -3.297 -2.674 2.582 0.0930
H -2.272 -3.797 1.696 0.0660
H -3.830 -0.590 0.688 0.0653
H -2.400 0.448 0.734 0.0585
H -3.109 -0.166 2.230 0.0877
H -0.401 -2.373 2.540 0.0627
H -1.425 -1.103 3.180 0.0890
H -0.174 -0.706 2.003 0.0503
H -1.088 -4.897 0.371 0.0655
H 0.242 -5.509 -0.606 0.0930
H -1.221 -4.927 -1.390 0.0646
H 0.714 -3.575 1.466 0.0672
H 1.533 -2.238 0.649 0.0682
H 1.978 -3.907 0.297 0.0884
H 0.357 -3.615 -2.803 0.0612
H 1.784 -3.968 -1.847 0.0875
H 1.327 -2.292 -2.146 0.0569
C -0.631 2.680 2.626 -0.0231
N 0.221 3.843 2.451 -0.1012
C 0.901 4.507 3.463 -0.0465
C 1.650 5.459 2.883 -0.0629
N 1.422 5.351 1.523 0.0848
C 0.551 4.358 1.251 -0.7833
S -0.031 3.912 -0.285 0.6091
H -0.845 2.567 3.685 0.0980
H -0.110 1.796 2.262 0.0628
H -1.555 2.815 2.068 0.0811
H 0.819 4.212 4.493 0.1297
H 2.352 6.156 3.303 0.1212
H 1.875 5.874 0.794 0.1550
```

The energy relative to the best compared isomer or geometry (same formula, charge and spin) comes out at 0.0 kcal/mol. Its gap between HOMO and LUMO (spin up / spin down) is 7.360 / 8.284 eV. As for the spin multiplicity: 5. The LUMO energy (spin up / spin down) is 0.264 / 0.220 eV.